(1)
C26H47N8O2 | the ωB97M-V functional and the def2-TZVPD basis

total energy	-1607.4157	hartree
energy above the lowest of the compared OMol25 structures with the same formula, charge and spin	16.7	kcal/mol
highest occupied orbital energy	-4.043	eV
net charge	-1
frontier orbital gap	5.62	eV

```
83
C26H47N8O2 (the ωB97M-V functional and the def2-TZVPD basis)
N -0.70 -7.43 -1.56
C -0.83 -6.20 -2.40
N 0.33 -5.27 -2.22
C -2.21 -5.49 -1.93
O -2.24 -4.52 -1.09
O -3.36 -6.05 -2.50
H 0.26 -7.58 -1.23
H -1.06 -8.27 -2.02
H -0.87 -6.44 -3.53
H 0.53 -5.16 -1.20
H 1.19 -5.72 -2.59
C 4.88 -2.63 -4.31
C 4.59 -3.74 -5.31
C 3.62 -4.79 -4.78
C 4.20 -5.57 -3.67
N 4.65 -6.17 -2.81
H 5.39 -3.02 -3.42
H 5.52 -1.87 -4.76
H 3.95 -2.14 -3.99
H 5.53 -4.20 -5.62
H 4.15 -3.28 -6.21
H 3.36 -5.47 -5.59
H 2.69 -4.32 -4.45
C -2.17 0.60 1.49
C -2.50 -0.55 0.54
C -2.40 -1.92 1.21
C -1.01 -2.26 1.56
N 0.07 -2.53 1.85
H -1.13 0.56 1.82
H -2.32 1.56 0.99
H -2.81 0.58 2.37
H -1.85 -0.49 -0.33
H -3.53 -0.41 0.19
H -2.78 -2.68 0.51
H -3.03 -1.96 2.10
C 0.16 3.80 3.23
C 0.41 4.90 2.20
C -0.68 4.97 1.13
C -0.68 3.78 0.26
N -0.69 2.85 -0.41
H 0.19 2.81 2.77
H 0.93 3.83 4.01
H -0.81 3.93 3.71
H 1.39 4.75 1.74
H 0.45 5.86 2.72
H -0.50 5.85 0.51
H -1.66 5.09 1.59
C -5.84 -3.15 -0.62
C -7.19 -2.71 -0.07
C -7.43 -1.20 -0.21
C -6.53 -0.41 0.63
N -5.81 0.21 1.28
H -5.01 -2.71 -0.06
H -5.74 -4.24 -0.55
H -5.73 -2.87 -1.67
H -7.27 -3.01 0.98
H -7.98 -3.24 -0.61
H -8.47 -0.98 0.08
H -7.33 -0.90 -1.26
C -0.29 8.99 4.62
C -0.04 10.09 3.59
C -1.13 10.16 2.51
C -1.14 8.97 1.65
N -1.14 8.04 0.97
H -0.26 8.00 4.16
H 0.48 9.02 5.39
H -1.26 9.12 5.10
H 0.94 9.93 3.13
H -0.01 11.05 4.11
H -0.96 11.04 1.90
H -2.11 10.28 2.98
C 5.16 -0.55 1.02
C 5.22 -1.85 0.22
C 6.64 -2.19 -0.25
C 7.14 -1.24 -1.25
N 7.53 -0.50 -2.03
H 5.44 0.31 0.40
H 4.14 -0.39 1.38
H 5.83 -0.59 1.88
H 4.54 -1.79 -0.63
H 4.86 -2.66 0.86
H 6.63 -3.20 -0.70
H 7.32 -2.23 0.60
```

Electronic structure analysis, Mulliken charges in units of e:
1 N -0.63
2 C 0.27
3 N -0.55
4 C 0.23
5 O -0.65
6 O -0.79
7 H 0.22
8 H 0.20
9 H 0.20
10 H 0.26
11 H 0.21
12 C -0.97
13 C -0.54
14 C -0.35
15 C 0.22
16 N -0.49
17 H 0.15
18 H 0.37
19 H 0.33
20 H 0.31
21 H 0.33
22 H 0.31
23 H 0.32
24 C -1.09
25 C -0.39
26 C 0.15
27 C 0.08
28 N -0.53
29 H 0.36
30 H 0.20
31 H 0.37
32 H 0.34
33 H 0.25
34 H -0.11
35 H 0.35
36 C -1.07
37 C -0.23
38 C -0.25
39 C 0.13
40 N -0.46
41 H 0.24
42 H 0.34
43 H 0.33
44 H 0.31
45 H 0.06
46 H 0.31
47 H 0.34
48 C -0.70
49 C -0.48
50 C -0.49
51 C 0.36
52 N -0.46
53 H -0.12
54 H 0.38
55 H 0.31
56 H 0.30
57 H 0.33
58 H 0.30
59 H 0.28
60 C -0.88
61 C -0.43
62 C -0.48
63 C 0.27
64 N -0.41
65 H 0.11
66 H 0.32
67 H 0.31
68 H 0.30
69 H 0.31
70 H 0.28
71 H 0.27
72 C -1.20
73 C -0.29
74 C -0.44
75 C 0.24
76 N -0.49
77 H 0.34
78 H 0.35
79 H 0.31
80 H 0.21
81 H 0.34
82 H 0.29
83 H 0.35

(2)
C26H47O2Si2V | the ωB97M-V functional and the def2-TZVPD basis

total energy	-2692.0493	hartree
energy above the lowest of the compared OMol25 structures with the same formula, charge and spin	18.7	kcal/mol
⟨S²⟩	0.8695
highest occupied orbital energy (spin up / spin down)	-11.787 / -11.837	eV
net charge	+1
2S+1	2
frontier orbital gap (spin up / spin down)	7.79 / 8.14	eV

```
78
C26H47O2Si2V (the ωB97M-V functional and the def2-TZVPD basis)
O -0.19 -1.44 -2.30
C 0.78 -2.55 -2.30
C 0.33 -3.14 -3.61
H 0.62 -3.22 -1.45
H 1.82 -2.19 -2.31
C -0.65 -1.96 -3.60
H -0.14 -4.11 -3.51
H 1.08 -3.12 -4.41
C -2.07 -2.45 -3.56
H -2.23 -3.09 -2.69
H -2.28 -3.03 -4.47
H -2.77 -1.61 -3.54
C -0.40 -0.99 -4.74
H 0.66 -0.93 -4.98
H -0.77 0.01 -4.51
H -0.94 -1.35 -5.62
V -0.43 0.80 -0.75
C 0.89 2.43 -1.31
C 1.67 1.63 -0.39
C 1.90 0.36 -1.00
H 2.02 1.93 0.59
C 1.37 0.42 -2.32
C 0.68 1.64 -2.49
H 0.21 1.97 -3.42
H 0.57 3.47 -1.19
H 2.52 -0.45 -0.60
H 1.66 -0.23 -3.13
C -2.65 1.77 -0.32
C -2.18 1.90 -1.65
C -2.07 0.58 -2.20
H -2.02 2.83 -2.20
C -2.38 -0.36 -1.15
C -2.74 0.38 0.01
H -3.04 -0.07 0.96
H -2.93 2.59 0.33
H -1.99 0.37 -3.25
H -2.46 -1.44 -1.23
O 0.01 -5.00 0.75
C 0.30 -3.61 0.96
C 1.83 -3.41 0.91
H -0.08 -3.31 1.96
H -0.25 -3.00 0.22
C 2.39 -4.82 1.27
H 2.17 -2.63 1.60
H 2.16 -3.14 -0.11
C 1.16 -5.75 1.22
H 2.85 -4.81 2.26
H 3.13 -5.14 0.54
H 0.94 -6.14 2.23
H 1.33 -6.61 0.55
C -0.77 1.10 4.39
Si 0.32 0.97 2.85
C 2.05 1.52 3.36
C 0.36 -0.83 2.36
C -0.46 1.87 1.37
Si -0.37 3.78 1.63
C 1.38 4.49 1.61
C -1.31 4.74 0.31
C -1.16 4.26 3.28
H -0.55 0.22 5.01
H -1.84 1.09 4.15
H -0.55 2.00 4.98
H 2.47 0.71 3.96
H 2.73 1.69 2.51
H 2.03 2.43 3.98
H -0.65 -1.27 2.37
H 0.77 -0.96 1.35
H 0.99 -1.41 3.06
H -1.51 1.59 1.64
H 1.89 4.31 0.66
H 1.30 5.58 1.74
H 2.02 4.11 2.42
H -2.39 4.71 0.49
H -1.00 5.80 0.35
H -1.13 4.39 -0.71
H -2.11 3.73 3.45
H -0.51 4.08 4.14
H -1.39 5.34 3.26
```

Electronic structure analysis, Mulliken charges in units of e:
1 O -0.04
2 C -0.17
3 C -0.98
4 H -0.31
5 H 0.48
6 C 1.49
7 H 0.40
8 H 0.29
9 C -1.91
10 H 0.47
11 H 0.55
12 H 0.31
13 C -1.40
14 H 0.46
15 H 0.04
16 H 0.49
17 V 1.02
18 C -0.41
19 C 0.27
20 C -2.25
21 H 0.59
22 C 0.42
23 C -1.63
24 H 0.60
25 H 0.78
26 H 0.46
27 H 1.08
28 C -0.24
29 C -1.26
30 C -0.21
31 H 0.63
32 C -0.08
33 C -1.25
34 H 0.50
35 H 0.67
36 H 0.91
37 H 0.34
38 O -0.51
39 C -0.06
40 C 0.37
41 H 0.31
42 H -0.03
43 C -0.73
44 H 0.41
45 H -0.33
46 C -0.50
47 H 0.26
48 H 0.28
49 H 0.30
50 H 0.33
51 C -1.19
52 Si -0.07
53 C -1.19
54 C -0.91
55 C 0.20
56 Si -0.02
57 C -1.03
58 C -1.19
59 C -1.19
60 H 0.41
61 H 0.31
62 H 0.34
63 H 0.45
64 H 0.41
65 H 0.32
66 H 0.35
67 H -0.26
68 H 0.68
69 H 0.14
70 H 0.33
71 H 0.45
72 H 0.31
73 H 0.37
74 H 0.49
75 H 0.28
76 H 0.35
77 H 0.29
78 H 0.37

(3)
C26H48Cl2FeN2O3P | the ωB97M-V functional and the def2-TZVPD basis

total energy	-3880.1730	hartree
energy above the lowest of the compared OMol25 structures with the same formula, charge and spin	25.4	kcal/mol
⟨S²⟩	6.0147
highest occupied orbital energy (spin up / spin down)	-2.503 / -2.538	eV
net charge	-1
2S+1	5
frontier orbital gap (spin up / spin down)	4.91 / 4.95	eV

```
83
C26H48Cl2FeN2O3P (the ωB97M-V functional and the def2-TZVPD basis)
O -1.48 0.68 -0.92
C -2.40 0.03 -1.76
C -3.78 0.01 -1.16
C -3.98 0.27 0.20
H -3.12 0.52 0.80
C -5.25 0.21 0.75
H -5.39 0.40 1.81
C -6.35 -0.09 -0.04
H -7.34 -0.13 0.39
C -6.16 -0.32 -1.40
H -7.02 -0.54 -2.03
C -4.89 -0.27 -1.95
H -4.75 -0.46 -3.01
H -2.47 0.56 -2.72
C -0.70 -1.31 -3.03
C -1.84 -1.35 -2.06
H -0.58 -2.24 -3.59
H 0.23 -1.09 -2.51
H -0.85 -0.51 -3.75
C -2.31 -2.45 -1.46
C -1.84 -3.85 -1.62
H -3.16 -2.33 -0.80
H -2.60 -4.52 -2.01
H -1.51 -4.26 -0.66
H -0.98 -3.90 -2.29
Fe 0.00 0.00 0.00
Cl -1.09 -0.42 2.01
Cl -0.15 -2.21 -0.69
C 1.99 -1.49 1.54
O 1.82 -0.41 0.96
N 3.10 -1.80 2.22
C 4.34 -1.09 2.00
C 3.09 -2.84 3.23
H 1.23 -2.27 1.51
H 4.16 -0.28 1.30
H 5.10 -1.76 1.60
H 4.71 -0.67 2.94
H 2.07 -3.17 3.40
H 3.50 -2.47 4.17
H 3.68 -3.69 2.90
H 3.86 1.29 -3.56
H 2.59 3.67 -4.03
C 2.87 0.93 -3.84
C 1.67 3.08 -4.07
N 1.85 1.83 -3.36
H 2.72 -0.06 -3.41
C 1.05 1.48 -2.35
O 1.22 0.46 -1.66
H 0.87 3.63 -3.61
H 0.20 2.14 -2.18
H 2.82 0.83 -4.92
H 1.42 2.89 -5.11
C -2.14 2.39 3.09
C -1.19 3.29 2.29
C -0.74 4.38 3.28
P 0.12 2.30 1.32
C 0.56 3.59 0.03
C 0.45 5.09 0.40
C 2.03 3.39 -0.42
C 1.53 2.01 2.57
C 2.22 3.26 3.15
C 1.23 1.06 3.74
H -1.62 1.82 3.89
H -2.66 1.69 2.44
H -2.94 2.99 3.58
H -1.84 3.76 1.52
H -0.36 3.92 4.21
H -0.02 5.11 2.90
H -1.63 4.97 3.61
H -0.19 3.48 -0.76
H 1.18 5.38 1.17
H 0.69 5.70 -0.50
H -0.57 5.37 0.68
H 2.32 2.34 -0.53
H 2.24 3.97 -1.35
H 2.75 3.76 0.33
H 2.35 1.56 1.97
H 1.67 3.77 3.94
H 3.17 2.95 3.65
H 2.50 4.00 2.40
H 0.92 0.06 3.42
H 2.15 0.91 4.35
H 0.47 1.50 4.42
```

Electronic structure analysis, Mulliken charges in units of e:
1 O -0.24
2 C 0.88
3 C -1.31
4 C 0.95
5 H -0.63
6 C -0.67
7 H 0.42
8 C -0.39
9 H 0.37
10 C -0.79
11 H 0.37
12 C -0.03
13 H 0.40
14 H 0.36
15 C -1.23
16 C -0.36
17 H 0.35
18 H 0.15
19 H 0.40
20 C 0.64
21 C -1.38
22 H 0.28
23 H 0.40
24 H 0.22
25 H 0.30
26 Fe 1.03
27 Cl -0.52
28 Cl -0.63
29 C -0.36
30 O -0.30
31 N 0.41
32 C -0.91
33 C -1.01
34 H 0.27
35 H 0.14
36 H 0.35
37 H 0.34
38 H 0.33
39 H 0.31
40 H 0.35
41 H 0.32
42 H 0.36
43 C -1.08
44 C -1.09
45 N 0.62
46 H 0.27
47 C -0.36
48 O -0.84
49 H 0.32
50 H 0.41
51 H 0.35
52 H 0.37
53 C -1.13
54 C 0.74
55 C -1.83
56 P 0.52
57 C 0.66
58 C -1.73
59 C -1.63
60 C 1.09
61 C -1.70
62 C -1.48
63 H 0.09
64 H -0.03
65 H 0.51
66 H 0.59
67 H 0.31
68 H 0.31
69 H 0.46
70 H 0.19
71 H 0.16
72 H 0.52
73 H 0.35
74 H 0.26
75 H 0.42
76 H 0.39
77 H 0.14
78 H 0.25
79 H 0.49
80 H 0.28
81 H 0.18
82 H 0.44
83 H 0.26